No. 1
An isolated molecule of C4H8N2O3, computed with ωB97M-V/def2-TZVPD.

XYZ file:
```
17
Properties=species:S:1:pos:R:3:mulliken_charge:R:1
N 1.943 -1.297 -0.151 -0.3315
C 1.921 0.045 0.041 0.3517
O 2.916 0.738 -0.218 -0.6530
C 0.663 0.709 0.582 -0.6704
C -0.599 0.584 -0.270 0.3746
N -1.447 1.776 -0.024 -0.7820
C -1.466 -0.689 -0.056 0.4632
O -0.975 -1.749 0.332 -0.6244
O -2.726 -0.444 -0.224 -0.4675
H 1.113 -1.861 -0.019 0.2615
H 2.819 -1.611 -0.560 0.2302
H 0.372 0.347 1.574 0.3498
H 1.044 1.739 0.630 0.2920
H -0.262 0.620 -1.330 0.2910
H -1.071 2.645 -0.432 0.2817
H -1.557 1.995 0.979 0.2067
H -2.764 0.519 -0.516 0.4265
```

Properties
- DFT total energy: -492.4894 hartree
- Highest occupied orbital energy: -9.773 eV
- 2S+1: 1
- Structure (SMILES): NC(=O)C[C@H](N)C(=O)O

***

No. 2
An isolated molecule of CH3IO3S2, computed with ωB97M-V/def2-TZVPD.

XYZ file:
```
10
Properties=species:S:1:pos:R:3:mulliken_charge:R:1
C -0.808 -0.184 -1.077 -0.7220
O 0.996 -1.650 0.053 -0.4897
O -0.723 0.537 1.364 -0.5228
O 0.299 2.152 -0.218 -0.5848
S 1.778 -0.446 0.597 0.2185
S 0.043 0.803 0.176 1.0322
I 1.482 -0.387 2.990 0.1263
H -0.256 -0.599 -2.039 0.3230
H -1.440 -0.985 -0.610 0.3186
H -1.373 0.758 -1.236 0.3006
```

Properties
- DFT total energy: -1359.5995 hartree
- Highest occupied orbital energy: -9.910 eV
- 2S+1: 1

***

No. 3
An isolated molecule of C2H4N2OS, computed with ωB97M-V/def2-TZVPD.

XYZ file:
```
10
Properties=species:S:1:pos:R:3:mulliken_charge:R:1
N 0.786 -1.540 0.230 -0.4234
C 0.666 -0.256 -0.101 0.5398
O 1.642 0.365 -0.456 -0.5953
C -0.746 0.297 -0.109 0.2289
N -0.647 1.582 0.091 -0.3142
S -2.093 -0.636 -0.229 -0.3773
H -0.095 -2.071 0.162 0.2098
H 1.635 -2.032 -0.160 0.2838
H -1.370 2.247 0.244 0.2078
H 0.221 2.043 0.327 0.2400
```

Properties
- DFT total energy: -661.5680 hartree
- Highest occupied orbital energy: -8.898 eV
- 2S+1: 1
- Structure (SMILES): NC(=O)C(N)=S

***

No. 4
An isolated molecule of C3H4P2, computed with ωB97M-V/def2-TZVPD.

XYZ file:
```
9
Properties=species:S:1:pos:R:3:mulliken_charge:R:1
C 0.257 -0.224 1.105 -0.7380
C -0.767 0.788 -0.925 -0.7173
C -0.645 0.550 0.552 0.3521
P -1.771 1.754 1.256 -0.0942
P -1.718 2.432 -0.712 -0.0333
H 0.752 -0.995 0.643 0.3469
H 0.460 -0.084 2.133 0.2676
H 0.230 0.925 -1.266 0.3136
H -1.229 -0.100 -1.513 0.3027
```

Properties
- DFT total energy: -799.3335 hartree
- Highest occupied orbital energy: -8.666 eV
- 2S+1: 1

***

No. 5
A cluster of 2 separate species, C5H7NOS in total, computed with ωB97M-V/def2-TZVPD.

XYZ file:
```
15
Properties=species:S:1:pos:R:3:mulliken_charge:R:1
H 0.761 -0.870 0.522 0.2663
N 0.069 -1.278 -0.102 -0.7889
C -1.032 -0.648 -0.120 0.6642
C -2.207 -0.944 -0.883 -0.6606
C -3.258 -0.156 -0.710 -0.0845
S -3.070 1.029 0.509 -0.1704
C -1.424 0.465 0.754 -0.4834
H -2.301 -1.790 -1.614 0.3002
H -4.270 -0.102 -1.181 0.3326
H -1.276 -0.051 1.732 0.3247
H -0.778 1.325 0.581 0.3200
C 3.493 0.340 -0.281 -0.0835
O 2.315 0.658 -0.366 -0.4187
H 4.403 0.900 -0.541 0.2598
H 3.744 -0.627 -0.016 0.2222
```

Properties
- DFT total energy: -722.8198 hartree
- Highest occupied orbital energy: -8.082 eV
- 2S+1: 1
- Structure (SMILES): [H]/N=C1/C=CSC1.C=O

***

No. 6
A cluster of 2 separate species, C7H20NSSi in total, computed with ωB97M-V/def2-TZVPD.

XYZ file:
```
30
Properties=species:S:1:pos:R:3:mulliken_charge:R:1
C 1.089 -0.809 -2.744 -1.1089
C 0.576 -2.447 2.277 -0.7831
C -1.623 1.264 -1.650 -1.0532
C -0.583 2.489 1.275 -1.1719
C 1.551 0.533 -2.178 -0.6451
C 1.338 0.783 -0.743 -0.6086
C -0.525 -0.668 0.677 -0.5770
N 0.320 -0.974 1.881 -0.2045
Si -0.413 1.081 -0.113 0.2715
S -2.796 -1.108 2.652 -0.2536
H 1.659 -1.549 -2.255 0.3692
H -0.005 -1.194 -2.656 0.2191
H 1.346 -0.730 -3.835 0.3424
H 1.496 -2.943 1.901 0.3271
H 0.728 -2.451 3.379 0.3477
H -0.252 -3.036 1.857 0.3356
H -2.272 2.101 -1.301 0.3606
H -0.905 1.547 -2.411 0.3278
H -2.236 0.326 -1.742 0.3202
H 0.163 3.171 1.117 0.4459
H -1.508 2.967 1.156 0.3464
H -0.473 2.068 2.274 0.3147
H 2.535 0.578 -2.505 0.4524
H 1.068 1.315 -2.754 0.3183
H 1.978 1.528 -0.309 0.4533
H 1.595 -0.084 -0.096 0.2297
H -0.916 -1.570 0.241 0.5687
H 1.213 -0.296 1.708 0.4975
H -0.137 -0.640 2.702 0.4143
H -4.010 -1.251 2.197 0.1434
```

Properties
- DFT total energy: -1020.7256 hartree
- Highest occupied orbital energy (spin up / spin down): -12.479 / -12.481 eV
- 2S+1: 1
- Charge: +1

***

No. 7
A structure of composition C6H9N3, computed with ωB97M-V/def2-TZVPD.

XYZ file:
```
18
Properties=species:S:1:pos:R:3:mulliken_charge:R:1
C -2.179 -0.250 -0.152 -1.1545
C -0.628 0.201 0.039 0.8432
C 0.213 -1.122 -0.582 -0.7585
C 1.293 -1.419 0.358 -0.2869
C 1.440 1.540 -0.333 -0.0959
C 0.037 1.664 0.141 -0.2840
H -2.475 -0.945 -1.252 0.2757
H -2.620 -0.744 1.090 0.2457
H -2.720 0.766 -0.082 0.3339
H 0.680 -0.910 -1.538 0.3946
H -0.522 -2.012 -0.538 0.3498
H 1.337 -2.256 0.954 0.4467
H 1.938 2.129 -1.086 0.4141
H -0.464 2.550 -0.215 0.3736
H 0.584 0.233 1.624 0.4821
N 2.197 -0.627 0.577 -0.4501
N 2.206 0.475 -0.283 -0.3940
N -0.318 0.727 1.279 -0.7355
```

Properties
- DFT total energy: -398.0568 hartree
- Highest occupied orbital energy: -9.048 eV
- 2S+1: 1

***

No. 8
A cluster of 11 separate species, C5H29NO12 in total, computed with ωB97M-V/def2-TZVPD.

XYZ file:
```
47
Properties=species:S:1:pos:R:3:mulliken_charge:R:1
C 2.570 1.893 0.447 -0.9073
C 1.264 1.817 0.623 -0.2153
C 0.315 1.339 -0.458 0.1911
C 0.216 -0.179 -0.523 0.6360
N -0.637 -0.767 0.549 0.3201
C -1.762 -1.489 0.204 0.5235
O -2.737 -1.583 0.907 -0.6542
O -1.677 -2.124 -0.977 -0.5603
H 3.258 2.198 1.232 0.2709
H 3.070 1.632 -0.479 0.2136
H 0.779 2.021 1.567 0.1926
H -0.656 1.827 -0.348 -0.3109
H 0.681 1.710 -1.429 0.2229
H 1.207 -0.603 -0.397 -1.1823
H -0.158 -0.490 -1.486 0.8154
H -0.671 -0.197 1.388 0.1289
H -0.757 -2.486 -1.109 0.5105
O -1.652 1.242 -3.007 -0.7387
H -2.008 1.766 -2.243 0.3405
H -2.006 0.354 -2.849 0.3170
O 2.401 -1.136 -2.417 -0.5723
H 1.885 -0.370 -2.823 0.3502
H 2.923 -1.473 -3.160 0.2692
O 1.267 -2.139 1.889 -0.9081
H 0.499 -1.770 1.433 0.5327
H 2.070 -1.805 1.390 0.3886
O 0.746 -0.628 4.057 -0.7603
H 1.023 -1.149 3.255 0.4295
H 0.596 -1.273 4.760 0.3091
O 3.352 -1.328 0.172 -0.6380
H 4.184 -1.797 0.163 0.2871
H 3.116 -1.175 -0.785 0.3258
O -1.317 0.838 3.161 -0.6557
H -0.520 0.349 3.516 0.3807
H -2.086 0.597 3.676 0.2237
O -2.748 2.247 -0.706 -0.7079
H -2.430 2.586 0.170 0.3028
H -3.509 1.716 -0.459 0.3083
O 0.733 -3.030 -1.254 -0.8002
H 1.128 -3.076 -0.375 0.3750
H 1.331 -2.406 -1.743 0.4942
O 0.941 0.915 -3.549 -0.7209
H 1.277 1.777 -3.844 0.2917
H -0.021 0.991 -3.312 0.3696
O -1.823 3.104 1.720 -0.7228
H -1.083 3.707 1.824 0.3058
H -1.611 2.335 2.311 0.4279
```

Properties
- DFT total energy: -1165.6128 hartree
- Highest occupied orbital energy: -9.682 eV
- 2S+1: 1
- Structure (SMILES): C=CCCNC(=O)O.O.O.O.O.O.O.O.O.O.O

***

No. 9
An isolated molecule of C3H3NO2, computed with ωB97M-V/def2-TZVPD.

XYZ file:
```
9
Properties=species:S:1:pos:R:3:mulliken_charge:R:1
C -1.354 -0.222 0.171 -0.5761
O -0.206 -0.335 -0.682 -0.3147
C 0.832 0.498 -0.537 0.5753
O 0.895 1.638 -0.891 -0.4209
C 1.961 -0.196 0.114 0.2477
N 2.798 -0.749 0.690 -0.3062
H -1.412 -1.148 0.746 0.2389
H -1.275 0.633 0.847 0.3256
H -2.239 -0.118 -0.457 0.2304
```

Properties
- DFT total energy: -321.3085 hartree
- Highest occupied orbital energy: -11.680 eV
- 2S+1: 1
- Structure (SMILES): COC(=O)C#N

***

No. 10
The ion CH3ClNO2Si with charge -1, computed with ωB97M-V/def2-TZVPD.

XYZ file:
```
9
Properties=species:S:1:pos:R:3:mulliken_charge:R:1
C -0.504 -0.745 1.069 0.6038
N -0.566 0.472 0.401 -0.1230
O -1.127 -0.998 2.085 -0.6952
O 0.398 -1.448 0.397 -0.4670
Si 0.614 -0.011 -0.769 0.2391
Cl 0.791 1.855 -1.780 -0.4646
H -1.289 1.051 0.695 0.1764
H -0.232 -0.530 -1.939 -0.1375
H 1.914 0.355 -0.159 -0.1319
```

Properties
- DFT total energy: -994.9912 hartree
- Highest occupied orbital energy: -5.327 eV
- 2S+1: 1
- Charge: -1

***

No. 11
A cluster of 3 separate species, CH8NO3 in total, computed with ωB97M-V/def2-TZVPD.

XYZ file:
```
13
Properties=species:S:1:pos:R:3:lowdin_spin:R:1
N -0.303 0.979 -1.521 0.0062
C -0.837 0.369 -0.256 0.0815
O 0.119 -0.285 0.487 0.6736
H 0.241 0.104 -1.913 0.0017
H 0.522 1.545 -1.179 -0.0003
H -1.760 -0.132 -0.577 0.0396
H -1.243 1.303 0.343 0.0433
H -0.793 -2.565 0.303 -0.0004
H 0.136 -1.997 -0.546 0.0000
O -0.031 -2.881 -0.151 0.0376
H 0.902 0.454 1.463 0.0054
H 1.394 2.012 1.627 0.0000
O 1.653 1.095 1.921 0.1119
```

Properties
- DFT total energy: -323.2360 hartree
- Highest occupied orbital energy (spin up / spin down): -11.208 / -10.994 eV
- 2S+1: 2

***

No. 12
A structure of composition C25H21BrN2O2Sm, computed with ωB97M-V/def2-TZVPD.

XYZ file:
```
52
Properties=species:S:1:pos:R:3:lowdin_spin:R:1
C -0.724 -1.015 -4.715 -0.0043
C -1.163 -2.158 -3.986 -0.0083
C -2.162 -1.720 -3.067 -0.0067
H -0.721 -3.155 -4.051 0.0004
C -2.305 -0.289 -3.198 -0.0050
C -1.414 0.114 -4.222 -0.0105
H -1.260 1.126 -4.593 -0.0004
H -0.009 -0.990 -5.522 0.0001
H -2.559 -2.322 -2.216 0.0004
H -2.880 0.357 -2.561 0.0004
Sm -0.188 -1.158 -1.653 5.0710
Br 1.669 -2.963 -1.529 -0.0213
C 3.220 1.397 -2.933 -0.0001
C 2.298 2.137 -3.764 0.0001
C 2.012 1.345 -4.910 0.0003
H 1.839 3.087 -3.503 0.0000
C 2.758 0.114 -4.803 0.0005
C 3.511 0.160 -3.582 -0.0001
H 4.114 -0.648 -3.186 -0.0001
H 3.535 1.697 -1.941 0.0000
H 1.294 1.572 -5.690 0.0000
H 2.695 -0.728 -5.491 0.0000
O 1.973 2.270 0.038 -0.0001
C 0.974 1.704 0.470 0.0000
N 0.456 1.710 1.766 -0.0003
C -0.354 0.506 1.961 0.0003
C -0.634 0.200 0.505 -0.0004
O -1.408 -0.765 0.059 -0.0108
N 0.171 0.860 -0.322 -0.0063
C 0.516 -0.605 2.603 0.0002
C 0.680 -1.878 2.025 0.0007
C 1.624 -2.753 2.575 0.0000
C 2.337 -2.414 3.724 0.0000
C 2.123 -1.173 4.320 0.0001
C 1.212 -0.261 3.773 0.0000
C -1.644 0.841 2.710 -0.0001
C -2.038 0.072 3.817 0.0000
C -3.186 0.446 4.498 0.0000
C -3.945 1.539 4.059 0.0000
C -3.561 2.268 2.925 0.0000
C -2.401 1.916 2.232 0.0000
H 0.950 2.236 2.496 0.0000
H 0.096 -2.184 1.160 0.0006
H 1.779 -3.724 2.084 -0.0001
H 3.038 -3.106 4.153 0.0000
H 2.642 -0.879 5.237 0.0000
H 1.033 0.704 4.230 0.0000
H -1.441 -0.772 4.114 0.0000
H -3.482 -0.122 5.376 0.0000
H -4.851 1.824 4.600 0.0000
H -4.149 3.113 2.571 0.0000
H -2.069 2.462 1.357 0.0000
```

Properties
- DFT total energy: -4457.3352 hartree
- Highest occupied orbital energy (spin up / spin down): -2.442 / -2.442 eV
- 2S+1: 6
- Charge: -1